[1]
Computed, not measured: one molecule with the formula C9H14N4, with wB97M-V/def2-TZVPD.

## Properties
ΔE to the lowest compared entry with this formula, charge and spin   325.40 kJ/mol
Multiplicity   1
Charge   0
Orbital gap   8.8 eV
E_LUMO   0.71 eV
SMILES   Nc1nccc(N2CCCCC2)n1

Structure (XYZ):
```
27
C9H14N4 (wB97M-V/def2-TZVPD)
N 2.59 1.59 -1.80
C 2.03 0.44 -1.27
N 2.76 -0.61 -1.09
C 1.92 -1.73 -1.06
C 0.57 -1.60 -0.74
C 0.07 -0.31 -0.41
N -1.25 -0.07 -0.14
C -1.71 1.22 0.16
C -1.21 1.51 1.60
C -1.75 0.47 2.50
C -1.71 -1.07 2.11
C -2.13 -1.15 0.62
N 0.76 0.81 -0.99
H 3.35 1.57 -2.67
H 1.75 2.18 -2.12
H 2.35 -2.75 -1.43
H -0.14 -2.56 -0.68
H -1.08 1.88 -0.55
H -2.71 1.24 -0.06
H -1.50 2.75 1.47
H -0.05 1.36 1.54
H -2.82 0.57 2.45
H -1.38 0.69 3.55
H -2.42 -1.51 2.80
H -0.67 -1.41 2.16
H -1.94 -2.24 0.27
H -3.20 -0.68 0.34
```

---

[2]
Computed, not measured: one molecule with the formula C9H14N4O3, with wB97M-V/def2-TZVPD.

## Properties
ΔE to the lowest compared entry with this formula, charge and spin   147.96 kJ/mol
Multiplicity   1
Charge   0
Orbital gap   9.6 eV
E_LUMO   0.48 eV
SMILES   C[C@H](NC(=O)[C@@H](N)Cc1c[nH]cn1)C(=O)O

Structure (XYZ):
```
30
C9H14N4O3 (wB97M-V/def2-TZVPD)
C 3.74 -0.38 -0.59
C 2.75 0.18 0.51
N 1.50 -0.59 0.69
C 0.76 -1.03 -0.33
O 1.00 -0.91 -1.51
C -0.49 -1.75 0.09
N -0.66 -1.58 1.48
C -1.74 -1.34 -0.76
C -2.22 0.02 -0.44
C -3.51 0.48 -0.60
N -3.53 1.83 -0.09
C -2.19 2.08 0.14
N -1.42 1.01 -0.02
C 2.45 1.59 0.06
O 3.17 2.24 -0.70
O 1.35 2.09 0.57
H 4.63 0.20 -0.50
H 3.93 -1.42 -0.37
H 3.40 -0.19 -1.62
H 3.20 0.24 1.47
H 0.99 -0.68 1.55
H -0.33 -2.84 -0.01
H -1.38 -2.30 1.79
H -1.02 -0.68 1.70
H -2.58 -2.06 -0.67
H -1.51 -1.38 -1.86
H -4.51 0.25 -0.97
H -4.32 2.42 -0.11
H -2.00 2.99 0.57
H 0.53 1.50 0.53
```

---

[3]
Computed, not measured: an isolated ion of composition C9H14N4P and charge +1, with wB97M-V/def2-TZVPD.

## Properties
ΔE to the lowest compared entry with this formula, charge and spin   203.73 kJ/mol
Multiplicity   1
Charge   +1
Orbital gap   7.5 eV
E_LUMO   -2.91 eV
SMILES   CN1C=CN2C[N@H+]3C=CN(C)[C@@H]3P=C12

Structure (XYZ):
```
28
C9H14N4P (wB97M-V/def2-TZVPD)
C 3.52 -1.77 0.32
N 2.92 -0.56 0.05
C 3.42 0.59 -0.21
C 2.45 1.56 -0.34
N 1.14 1.02 -0.17
C -0.03 1.80 -0.17
N -1.10 0.99 0.54
C -2.46 1.42 0.60
C -3.27 0.44 0.30
N -2.61 -0.64 -0.14
C -3.24 -1.76 -0.74
C -1.19 -0.36 -0.12
P 0.17 -1.51 0.67
C 1.29 -0.32 0.12
H 3.37 -2.47 -0.47
H 4.51 -1.59 0.66
H 3.06 -2.12 1.26
H 4.45 0.75 -0.39
H 2.54 2.68 -0.52
H 0.28 2.69 0.42
H -0.36 1.92 -1.33
H -0.88 0.90 1.50
H -2.55 2.33 1.23
H -4.41 0.38 0.45
H -4.17 -1.84 -0.17
H -3.38 -1.73 -1.77
H -2.63 -2.56 -0.50
H -0.82 -0.25 -1.07
```

---

[4]
Computed, not measured: an isolated ion of composition C9H14NO and charge +1, with wB97M-V/def2-TZVPD.

## Properties
ΔE to the lowest compared entry with this formula, charge and spin   176.54 kJ/mol
Multiplicity   3
Charge   +1
Orbital gap (alpha / beta)   8.3 / 5.5 eV
E_LUMO (alpha / beta)   -2.69 / -7.44 eV

Structure (XYZ):
```
25
C9H14NO (wB97M-V/def2-TZVPD)
C 1.29 -0.17 -2.17
C 1.23 0.44 -1.10
C 1.41 -0.63 -3.45
C -1.80 -0.22 -0.64
C 1.84 1.13 0.03
C 2.29 0.19 1.16
C 0.95 -0.17 1.84
C -3.33 -0.05 -0.59
C -1.24 -0.62 0.71
N 0.16 -0.76 0.79
O -1.10 -0.04 -1.59
H 2.06 -1.52 -3.50
H 1.20 -0.25 -4.45
H 2.64 1.56 -0.53
H 1.15 1.77 0.55
H 2.67 -0.77 0.80
H 3.12 0.73 1.78
H 1.01 -0.88 2.68
H 0.58 0.76 2.14
H -3.64 -1.00 -1.14
H -3.78 -0.03 0.41
H -3.42 0.95 -1.04
H -1.66 -1.54 1.00
H -1.58 0.09 1.38
H 0.48 -1.54 0.28
```